(1)
Molecular formula: C6H22N8O6
Method: DFT, wB97M-V/def2-TZVPD

Its HOMO energy is -9.63 eV. The largest force on an atom comes out at 8.105 eV/A. The calculation puts the frontier orbital gap at 10.116 eV. As for the charge: 0. The SMILES is NC(N)=O.NC(N)=O.NC(N)=O.NC(N)=O.OCCO. Its spin multiplicity is 1. For the molecular weight, the calculation gives 302.292 g/mol. The total energy comes out at -1131.31189 Eh.

Element x y z (Å)
N 0.419 -5.401 -1.905
C 1.099 -4.569 -1.217
N 0.484 -4.375 -0.046
O 2.131 -3.967 -1.431
H -0.185 -6.105 -1.505
H 0.705 -5.557 -2.861
H 0.898 -3.583 0.424
H -0.372 -4.858 0.191
N -7.547 1.163 -0.216
C -8.466 0.602 0.415
N -9.542 0.624 -0.364
O -8.326 0.097 1.524
H -7.640 1.255 -1.218
H -6.660 1.218 0.264
H -10.435 0.353 0.023
H -9.504 0.762 -1.364
N -0.066 1.256 -1.288
C -0.908 1.991 -0.646
N -1.524 2.873 -1.418
O -1.061 1.973 0.556
H 0.380 0.502 -0.785
H 0.360 1.433 -2.186
H -1.593 3.752 -0.926
H -1.287 2.786 -2.396
N 5.554 2.419 -5.297
C 4.687 2.168 -6.190
N 5.137 2.427 -7.422
O 3.550 1.784 -5.904
H 5.297 2.128 -4.365
H 6.503 2.692 -5.510
H 4.379 2.292 -8.077
H 6.077 2.716 -7.654
O 2.423 0.425 5.174
C 2.220 -0.121 6.486
C 3.565 -0.672 7.149
O 3.651 -0.079 8.510
H 1.545 0.687 4.890
H 1.805 0.602 7.189
H 1.450 -0.880 6.348
H 4.498 -0.717 6.587
H 3.391 -1.711 7.428
H 2.906 -0.386 9.032

natural (NBO) population analysis, charges in e, atoms 1 to 2: -0.821, 0.750

=====

(2)
Molecular formula: C34H49F5NO11
Method: DFT, wB97M-V/def2-TZVPD

Its HOMO energy is -5.09 eV. The largest force on an atom comes out at 0.612 eV/A. The calculation puts the frontier orbital gap at 6.713 eV. As for the charge: -1. Its spin multiplicity is 1. For the molecular weight, the calculation gives 742.752 g/mol. The total energy comes out at -2706.85954 Eh.

Element x y z (Å)
C 10.830 2.057 0.806
C 9.541 1.469 1.382
C 8.835 0.510 0.404
C 7.309 0.654 0.344
C 6.616 -0.664 -0.021
C 5.222 -0.522 -0.654
C 4.061 -0.507 0.351
C 2.732 -1.044 -0.222
C 1.537 -0.071 -0.145
C 0.528 -0.411 0.971
C -0.715 -1.142 0.451
C -1.637 -0.237 -0.390
C -3.017 -0.013 0.263
N -2.906 0.438 1.635
C -3.816 -1.369 0.168
O -3.962 -1.970 1.246
O -4.197 -1.662 -0.989
C -3.769 1.066 -0.563
F -3.409 0.997 -1.897
F -3.357 2.331 -0.185
C -5.283 1.028 -0.484
C -5.947 0.783 0.715
C -7.330 0.751 0.756
C -8.072 0.958 -0.395
C -7.407 1.213 -1.582
C -8.136 1.443 -2.862
F -8.136 2.754 -3.237
F -9.436 1.066 -2.831
F -7.552 0.759 -3.883
C -6.024 1.257 -1.622
H 11.494 2.417 1.593
H 10.624 2.911 0.157
H 11.388 1.306 0.248
H 9.810 0.911 2.278
H 8.860 2.281 1.645
H 9.066 -0.516 0.701
H 9.254 0.652 -0.596
H 6.967 0.976 1.330
H 7.034 1.419 -0.385
H 6.542 -1.285 0.875
H 7.258 -1.197 -0.729
H 5.218 0.395 -1.250
H 5.079 -1.343 -1.359
H 3.913 0.511 0.711
H 4.361 -1.135 1.192
H 2.456 -1.947 0.325
H 2.883 -1.324 -1.265
H 1.014 -0.072 -1.103
H 1.898 0.948 0.005
H 0.195 0.516 1.445
H 1.028 -1.022 1.726
H -1.290 -1.511 1.302
H -0.405 -2.002 -0.146
H -1.160 0.719 -0.619
H -1.841 -0.733 -1.338
H -3.392 -0.230 2.220
H -1.954 0.529 1.946
H -5.377 0.603 1.613
H -7.826 0.545 1.696
H -9.152 0.905 -0.371
H -5.529 1.451 -2.561
C -4.506 0.200 -5.171
C -3.489 1.294 -5.333
C -3.958 2.521 -6.084
O -2.740 3.013 -6.665
C -1.899 1.960 -6.810
O -0.882 1.996 -7.425
O -2.384 0.878 -6.173
H -4.059 -0.669 -4.691
H -5.326 0.549 -4.550
H -4.905 -0.109 -6.140
H -3.072 1.576 -4.362
H -4.401 3.284 -5.450
H -4.647 2.264 -6.892
C -11.502 1.349 2.918
C -10.788 0.746 4.099
C -11.200 1.267 5.460
O -10.002 1.098 6.225
C -8.947 1.137 5.366
O -7.813 1.202 5.696
O -9.394 1.096 4.086
H -11.070 0.988 1.986
H -12.558 1.076 2.940
H -11.415 2.436 2.931
H -10.852 -0.345 4.073
H -12.015 0.713 5.919
H -11.447 2.332 5.428
C 9.872 -5.106 1.912
C 10.694 -4.081 1.177
C 12.198 -4.210 1.313
O 12.635 -2.854 1.159
C 11.619 -2.044 1.543
O 11.701 -0.870 1.692
O 10.489 -2.765 1.725
H 8.812 -4.871 1.836
H 10.039 -6.095 1.485
H 10.138 -5.125 2.970
H 10.410 -4.042 0.122
H 12.660 -4.837 0.555
H 12.487 -4.558 2.308

Löwdin population analysis, charges in e, atoms 1 to 2: -0.130, -0.262

=====

(3)
Molecular formula: C6H9FO
Method: DFT, wB97M-V/def2-TZVPD

Its HOMO energy is -9.11 eV. The largest force on an atom comes out at 1.881 eV/A. The calculation puts the frontier orbital gap at 10.075 eV. As for the charge: 0. The SMILES is C[C@@H]1COC=C[C@@H]1F. Its spin multiplicity is 1. For the molecular weight, the calculation gives 116.135 g/mol. The total energy comes out at -409.09338 Eh.

Element x y z (Å)
C -2.135 -0.857 -0.217
C -0.686 -0.558 -0.519
C 0.272 -1.291 0.453
O 1.648 -1.092 0.176
C 1.911 0.196 -0.144
C 1.037 1.185 -0.355
C -0.425 0.999 -0.392
F -0.965 1.476 0.822
H -2.490 -1.868 -0.450
H -2.319 -0.684 0.844
H -2.756 -0.123 -0.806
H -0.402 -0.824 -1.520
H 0.077 -0.880 1.464
H 0.123 -2.388 0.502
H 2.984 0.337 -0.255
H 1.369 2.169 -0.348
H -0.924 1.666 -1.181

natural (NBO) population analysis, charges in e, atoms 1 to 2: -0.611, -0.279

=====

(4)
Molecular formula: C59H89F3N10O2S
Method: DFT, wB97M-V/def2-TZVPD

Its HOMO energy is -7.34 eV. The largest force on an atom comes out at 2.951 eV/A. The calculation puts the frontier orbital gap at 7.564 eV. As for the charge: 0. The SMILES is [H]/N=C\Cc1cc2c(c(CCCF)c1CC)N(CCC(=O)O)c1c(F)c(F)cc(CCC(C)C)c1S2.CCCC#N.CCCC#N.CCCC#N.CCCC#N.CCCC#N.CCCC#N.CCCC#N.CCCC#N. Its spin multiplicity is 1. For the molecular weight, the calculation gives 1059.490 g/mol. The total energy comes out at -3697.18314 Eh.

Element x y z (Å)
H 2.803 -0.394 -3.029
N 2.888 -1.398 -2.821
C 2.033 -2.070 -3.499
C 1.094 -1.296 -4.495
C -0.223 -0.747 -3.843
C -0.128 -0.348 -2.425
C -1.314 0.211 -1.775
C -2.594 0.367 -2.493
C -2.683 -0.063 -3.908
C -4.046 0.128 -4.673
C -4.014 1.471 -5.554
C -2.786 2.398 -5.215
F -2.944 3.626 -5.939
C -1.497 -0.630 -4.589
C -1.572 -1.072 -6.103
C -2.552 -2.294 -6.331
N -3.800 0.951 -1.929
C -4.725 -0.054 -1.347
C -4.132 -0.931 -0.180
C -4.357 -0.274 1.241
O -5.411 0.244 1.511
O -3.392 -0.297 2.250
C -3.539 2.062 -1.042
C -4.480 3.200 -1.137
F -5.520 3.110 -2.047
C -4.307 4.384 -0.336
F -5.152 5.473 -0.437
C -3.174 4.473 0.605
C -2.200 3.383 0.748
C -0.973 3.511 1.717
C 0.022 4.572 1.083
C 0.210 5.912 1.903
C 0.690 7.007 0.840
C -1.099 6.491 2.558
C -2.435 2.192 -0.103
S -1.272 0.776 -0.036
H 2.023 -3.180 -3.367
H 0.928 -1.910 -5.417
H 1.685 -0.392 -4.833
H 0.800 -0.449 -1.819
H -4.303 -0.746 -5.316
H -4.903 0.266 -3.962
H -4.059 1.211 -6.652
H -4.932 2.099 -5.369
H -2.788 2.647 -4.119
H -1.829 1.932 -5.553
H -1.985 -0.165 -6.638
H -0.540 -1.222 -6.497
H -2.942 -2.643 -5.337
H -2.085 -3.139 -6.907
H -3.423 -1.907 -6.937
H -5.620 0.485 -0.949
H -5.036 -0.774 -2.157
H -3.078 -1.271 -0.337
H -4.754 -1.877 -0.149
H -3.131 -1.218 2.451
H -3.107 5.433 1.169
H -0.420 2.527 1.728
H -1.264 3.711 2.776
H 1.039 4.083 1.018
H -0.281 4.815 0.027
H 1.018 5.743 2.657
H 1.603 6.645 0.304
H 0.790 8.026 1.290
H -0.132 7.036 0.063
H -0.806 7.192 3.395
H -1.780 5.736 3.016
H -1.632 7.139 1.807
C 4.935 -2.965 0.095
C 4.545 -2.697 1.544
C 3.177 -2.025 1.683
C 3.158 -0.683 1.100
N 3.142 0.368 0.635
H 5.035 -2.036 -0.471
H 5.896 -3.482 0.055
H 4.191 -3.591 -0.402
H 5.316 -2.083 2.019
H 4.522 -3.650 2.081
H 2.921 -1.955 2.742
H 2.408 -2.643 1.214
C 2.114 -6.332 2.442
C 1.721 -6.067 3.891
C 0.351 -5.402 4.032
C 0.324 -4.059 3.451
N 0.303 -3.006 2.989
H 2.210 -5.401 1.877
H 3.077 -6.845 2.400
H 1.373 -6.961 1.944
H 2.489 -5.450 4.367
H 1.701 -7.020 4.428
H 0.097 -5.335 5.092
H -0.416 -6.024 3.562
C -2.136 7.239 7.309
C -1.513 6.004 7.948
C -0.141 5.654 7.367
C -0.218 5.272 5.956
N -0.279 4.980 4.846
H -2.328 7.085 6.244
H -3.090 7.470 7.787
H -1.483 8.109 7.418
H -2.196 5.157 7.837
H -1.401 6.184 9.020
H 0.285 4.824 7.935
H 0.541 6.500 7.484
C 1.024 10.167 -1.845
C 2.400 10.582 -2.351
C 3.489 9.551 -2.045
C 3.717 9.395 -0.607
N 3.891 9.269 0.522
H 1.008 10.077 -0.757
H 0.278 10.914 -2.126
H 0.721 9.209 -2.273
H 2.667 11.550 -1.919
H 2.347 10.721 -3.434
H 4.422 9.866 -2.519
H 3.222 8.585 -2.483
C 0.945 -3.051 9.127
C 1.928 -4.187 9.381
C 2.331 -4.930 8.105
C 1.202 -5.627 7.488
N 0.312 -6.168 7.000
H 0.000 -3.422 8.725
H 0.725 -2.528 10.059
H 1.358 -2.326 8.421
H 1.495 -4.886 10.102
H 2.829 -3.774 9.842
H 3.106 -5.661 8.348
H 2.770 -4.231 7.388
C -5.675 -5.143 1.457
C -5.600 -6.291 0.457
C -4.539 -6.078 -0.625
C -4.844 -4.934 -1.485
N -5.081 -4.031 -2.154
H -5.970 -4.209 0.972
H -6.414 -5.363 2.229
H -4.710 -4.986 1.946
H -6.582 -6.434 -0.003
H -5.366 -7.211 0.999
H -4.474 -6.977 -1.243
H -3.557 -5.942 -0.163
C 8.600 -0.669 -1.988
C 8.600 -0.115 -0.568
C 9.581 -0.837 0.360
C 9.216 -2.239 0.571
N 8.932 -3.340 0.732
H 8.273 -1.711 -2.010
H 7.919 -0.094 -2.616
H 9.598 -0.613 -2.430
H 7.587 -0.170 -0.160
H 8.871 0.943 -0.606
H 9.598 -0.326 1.326
H 10.594 -0.776 -0.046
C -1.555 -7.706 -7.119
C -1.586 -6.942 -8.438
C -0.278 -6.205 -8.737
C -0.005 -5.143 -7.768
N 0.211 -4.314 -7.003
H -1.428 -7.031 -6.270
H -2.492 -8.247 -6.976
H -0.739 -8.432 -7.106
H -2.421 -6.237 -8.427
H -1.779 -7.651 -9.248
H -0.338 -5.765 -9.736
H 0.555 -6.913 -8.754

Löwdin population analysis, charges in e, atoms 1 to 2: 0.050, 0.068